Record 1
The following is a DFT calculation (ωB97M-V/def2-TZVPD) of an isolated molecule of C23H27FN2O2.

Element x y z (Å)
1 O -1.06 0.65 -1.66
2 C -0.80 -0.10 -0.75
3 N -1.36 0.02 0.48
4 C -2.41 0.97 0.76
5 C -3.81 0.34 0.64
6 C -3.95 -0.80 1.61
7 C -4.37 -0.58 2.91
8 C -4.45 -1.63 3.82
9 C -4.08 -2.91 3.44
10 C -3.66 -3.11 2.14
11 F -3.29 -4.35 1.76
12 C -3.58 -2.08 1.22
13 C 0.16 -1.29 -0.87
14 C 1.17 -1.35 0.28
15 C 2.50 -1.94 -0.21
16 C 3.09 -1.02 -1.27
17 O 4.25 -0.68 -1.29
18 N 2.17 -0.60 -2.17
19 C 2.55 0.28 -3.25
20 C 1.86 1.65 -3.20
21 C 2.56 2.65 -2.28
22 C 2.37 2.36 -0.82
23 C 3.43 1.91 -0.03
24 C 3.25 1.66 1.32
25 C 2.02 1.88 1.91
26 C 0.96 2.35 1.14
27 C 1.14 2.58 -0.21
28 C 0.88 -1.24 -2.23
29 H -1.17 -0.68 1.18
30 H -2.31 1.78 0.03
31 H -2.26 1.37 1.77
32 H -4.55 1.11 0.85
33 H -3.94 -0.01 -0.38
34 H -4.66 0.41 3.22
35 H -4.79 -1.44 4.82
36 H -4.13 -3.74 4.13
37 H -3.25 -2.29 0.21
38 H -0.46 -2.19 -0.86
39 H 1.37 -0.34 0.66
40 H 0.79 -1.96 1.10
41 H 3.21 -2.02 0.60
42 H 2.34 -2.93 -0.64
43 H 3.63 0.40 -3.19
44 H 2.30 -0.21 -4.20
45 H 0.82 1.52 -2.87
46 H 1.84 2.06 -4.21
47 H 2.15 3.65 -2.49
48 H 3.63 2.67 -2.51
49 H 4.39 1.73 -0.48
50 H 4.08 1.30 1.91
51 H 1.88 1.70 2.96
52 H 0.00 2.54 1.59
53 H 0.32 2.94 -0.81
54 H 1.00 -2.27 -2.61
55 H 0.25 -0.69 -2.93

Calculated values
Orbital gap, eV: 9.2
HOMO energy, eV: -8.684
LUMO level, eV: 0.6
Spin multiplicity: 1
Energy relative to the best compared isomer or geometry (same formula, charge and spin), kJ/mol: 0.0
Structure (SMILES): O=C(NCCc1cccc(F)c1)[C@@H]1CCC(=O)N(CCCc2ccccc2)C1

Here are the Mulliken charges for atoms 1 to 5, given in e: -0.72, 0.04, 0.17, -0.96, -0.91

---

Record 2
The following is a DFT calculation (ωB97M-V/def2-TZVPD) of an isolated molecule of C4H6ClNO.

Element x y z (Å)
1 C -1.35 1.03 -0.33
2 C -0.40 -0.02 -0.16
3 C -0.30 -1.14 -0.87
4 O 0.76 -1.87 -0.52
5 N 1.32 -1.21 0.64
6 C 0.87 0.05 0.85
7 Cl 2.15 1.56 0.45
8 H -2.09 0.74 -0.99
9 H -0.86 1.90 -0.68
10 H -1.87 1.42 0.62
11 H -0.96 -1.35 -1.73
12 H 2.32 -1.43 0.90
13 H 0.41 0.33 1.82

Calculated values
Orbital gap, eV: 9.5
HOMO energy, eV: -8.671
LUMO level, eV: 0.8
Spin multiplicity: 1
Energy relative to the best compared isomer or geometry (same formula, charge and spin), kJ/mol: 356.1
Structure (SMILES): CC1=CON[C@H]1Cl

Here are the Mulliken charges for atoms 1 to 5, given in e: -1.33, 0.46, -0.32, -0.33, -0.08

---

Record 3
The following is a DFT calculation (ωB97M-V/def2-TZVPD) of an isolated molecule of C3H4Br2O.

Element x y z (Å)
1 C 1.37 -0.94 -0.54
2 C -0.87 -0.31 0.03
3 C -0.54 1.12 0.53
4 O 0.08 -1.03 -0.53
5 Br 2.40 -2.48 -0.64
6 Br -2.53 -0.73 -0.72
7 H 1.73 0.02 -0.16
8 H 0.48 1.16 0.68
9 H -1.14 1.31 1.48
10 H -0.97 1.88 -0.14

Calculated values
Orbital gap (alpha / beta), eV: 8.0 / 8.0
HOMO energy (alpha / beta), eV: -7.649 / -7.621
LUMO level (alpha / beta), eV: 0.3 / 0.4
Spin multiplicity: 1
Energy relative to the best compared isomer or geometry (same formula, charge and spin), kJ/mol: 280.3

Here are the Mulliken charges for atoms 1 to 5, given in e: -0.18, 0.37, -0.98, -0.19, -0.12

---

Record 4
The following is a DFT calculation (ωB97M-V/def2-TZVPD) of C18H43AsOP2PdS4Si3 as an isolated structure.

Element x y z (Å)
1 Pd 0.12 -0.49 0.23
2 C 2.74 -1.63 3.45
3 P 1.67 -0.71 2.20
4 C 2.82 0.71 1.98
5 C 0.57 0.05 3.52
6 C -0.34 1.14 2.98
7 P -1.41 0.49 1.60
8 C -2.16 2.09 1.08
9 C -2.81 -0.17 2.63
10 H 2.99 -1.02 4.32
11 H 3.66 -1.92 2.95
12 H 2.23 -2.53 3.78
13 H 3.20 1.08 2.93
14 H 2.29 1.49 1.44
15 H 3.65 0.39 1.34
16 H 1.21 0.45 4.32
17 H -0.03 -0.77 3.94
18 H 0.27 1.93 2.53
19 H -0.95 1.57 3.78
20 H -2.55 2.66 1.93
21 H -2.95 1.87 0.37
22 H -1.39 2.65 0.56
23 H -3.13 0.53 3.40
24 H -2.49 -1.10 3.10
25 H -3.65 -0.40 1.97
26 O 0.28 4.12 -5.46
27 C 0.18 3.37 -4.51
28 S 1.39 3.20 -3.25
29 C 0.55 2.00 -2.22
30 C -0.66 1.58 -2.66
31 S -1.71 0.46 -1.94
32 S -1.19 2.33 -4.21
33 S 1.38 1.53 -0.80
34 C 1.39 -6.00 -0.66
35 Si 1.26 -4.15 -0.11
36 C 3.07 -3.65 0.29
37 C 0.33 -4.21 1.57
38 As 0.26 -2.32 -1.22
39 Si 1.57 -2.12 -3.14
40 C 2.19 -3.82 -3.81
41 C 0.65 -1.26 -4.59
42 C 3.09 -1.10 -2.61
43 Si -1.82 -3.17 -1.90
44 C -2.90 -2.77 -0.37
45 C -2.69 -2.44 -3.45
46 C -1.91 -5.08 -2.18
47 H 1.92 -6.59 0.09
48 H 1.94 -6.09 -1.59
49 H 0.42 -6.46 -0.81
50 H 3.45 -4.11 1.20
51 H 3.08 -2.57 0.43
52 H 3.76 -3.89 -0.52
53 H 0.92 -4.62 2.39
54 H -0.59 -4.78 1.50
55 H 0.07 -3.17 1.83
56 H 1.35 -4.51 -3.91
57 H 2.89 -4.27 -3.11
58 H 2.67 -3.74 -4.77
59 H 0.02 -1.95 -5.14
60 H 1.34 -0.80 -5.30
61 H 0.01 -0.48 -4.19
62 H 3.76 -1.68 -1.98
63 H 2.73 -0.26 -2.01
64 H 3.67 -0.69 -3.44
65 H -2.67 -1.73 -0.11
66 H -2.61 -3.38 0.49
67 H -3.97 -2.86 -0.51
68 H -2.59 -1.36 -3.44
69 H -3.75 -2.68 -3.45
70 H -2.27 -2.82 -4.38
71 H -1.77 -5.63 -1.25
72 H -1.13 -5.40 -2.87
73 H -2.86 -5.37 -2.60

Calculated values
Net charge: -2
Orbital gap, eV: 4.6
HOMO energy, eV: 0.036
LUMO level, eV: 4.6
Spin multiplicity: 1

Here are the Mulliken charges for atoms 1 to 5, given in e: -0.04, -1.70, 1.37, -1.67, -1.08

---

Record 5
The following is a DFT calculation (ωB97M-V/def2-TZVPD) of C29H41CrF5OP2 as an isolated structure.

Element x y z (Å)
1 Cr 0.47 0.74 1.37
2 C 2.09 0.63 2.83
3 C 0.94 1.32 3.37
4 C 0.29 -0.86 2.84
5 C 1.67 -0.70 2.47
6 C -0.17 0.39 3.39
7 C 3.47 1.17 2.72
8 H 3.45 2.27 2.68
9 H 3.98 0.80 1.82
10 H 4.08 0.89 3.59
11 C 2.50 -1.80 1.87
12 H 3.45 -1.41 1.48
13 H 1.97 -2.30 1.05
14 H 2.74 -2.57 2.62
15 C -0.43 -2.16 2.75
16 H 0.03 -2.90 3.41
17 H -0.37 -2.58 1.73
18 H -1.49 -2.08 3.03
19 C -1.49 0.64 4.04
20 H -1.44 0.38 5.11
21 H -2.29 0.04 3.59
22 H -1.76 1.70 3.97
23 C 0.93 2.71 3.90
24 H 1.22 2.73 4.96
25 H -0.07 3.15 3.81
26 H 1.63 3.34 3.33
27 C 0.39 2.23 -3.19
28 C 1.01 3.21 -2.50
29 C 0.44 4.56 -2.22
30 C -1.06 4.56 -1.83
31 C -1.56 3.33 -1.12
32 C -2.19 2.35 -1.79
33 C -2.19 2.17 -3.28
34 C -0.85 2.42 -4.01
35 H 0.59 5.24 -3.07
36 H -1.64 4.75 -2.75
37 H 1.01 5.00 -1.38
38 H -0.88 3.42 -4.47
39 H 0.88 1.26 -3.33
40 H 2.08 3.13 -2.26
41 H -0.80 1.69 -4.84
42 H -2.49 1.13 -3.49
43 H -2.87 1.64 -1.30
44 H -2.96 2.81 -3.75
45 H -1.21 5.42 -1.16
46 H -1.55 3.40 -0.03
47 P 1.14 -0.35 -0.79
48 C 2.05 -1.05 -2.18
49 C 1.67 1.40 -0.46
50 P -1.61 -0.02 0.30
51 C -0.62 -0.01 -1.28
52 C -2.78 1.14 1.07
53 C -2.43 -1.63 0.17
54 H 1.82 -2.13 -2.19
55 H 3.13 -0.91 -1.99
56 H 1.76 -0.58 -3.13
57 H 0.93 2.16 -0.73
58 H 2.57 1.52 -1.07
59 H 2.00 1.63 0.58
60 H -3.06 -1.61 -0.73
61 H -3.03 -1.83 1.06
62 H -1.67 -2.42 0.04
63 H -0.97 -0.76 -2.00
64 H -0.60 0.97 -1.76
65 H -3.29 0.62 1.90
66 H -3.54 1.51 0.39
67 H -2.25 2.00 1.51
68 F -0.42 -8.16 -2.02
69 C -0.24 -6.89 -1.63
70 C -0.71 -5.84 -2.43
71 F -1.34 -6.12 -3.59
72 C -0.53 -4.54 -2.04
73 F -0.94 -3.52 -2.81
74 C 0.10 -4.22 -0.80
75 O 0.21 -3.03 -0.39
76 C 0.59 -5.32 -0.02
77 F 1.23 -5.04 1.14
78 C 0.41 -6.61 -0.42
79 F 0.85 -7.63 0.34

Calculated values
Net charge: +1
Expectation value of S²: 3.9341
Orbital gap (alpha / beta), eV: 4.4 / 5.3
HOMO energy (alpha / beta), eV: -8.996 / -9.005
LUMO level (alpha / beta), eV: -4.6 / -3.7
Spin multiplicity: 4
Energy relative to the best compared isomer or geometry (same formula, charge and spin), kJ/mol: 245.4

Here are the Mulliken charges for atoms 1 to 5, given in e: -0.75, 0.01, 0.94, 0.80, 0.25

---

Record 6
The following is a DFT calculation (ωB97M-V/def2-TZVPD) of C25H37Cl3F5NNiO6Te as an isolated structure.

Element x y z (Å)
1 Ni 0.36 0.02 0.17
2 O -3.05 -1.16 -0.90
3 Cl -2.10 -0.13 -1.20
4 O -2.60 0.72 -2.23
5 O -1.81 0.64 0.02
6 O -0.77 -0.69 -1.62
7 Cl -3.36 -3.60 2.02
8 C -1.65 -3.75 1.53
9 Cl -0.94 -2.19 1.12
10 H -1.60 -4.37 0.64
11 H -1.09 -4.16 2.36
12 F 0.68 -2.36 -3.05
13 Te 0.75 -2.90 -1.27
14 F 0.93 -4.08 0.18
15 F 2.53 -3.37 -1.72
16 F -1.07 -3.28 -1.45
17 F 0.64 -4.65 -2.10
18 O 1.54 -1.52 -0.37
19 C -1.64 -1.91 5.52
20 C -0.38 -1.65 4.73
21 C 0.76 -2.43 4.93
22 C 1.90 -2.22 4.16
23 C 3.14 -3.06 4.37
24 C 1.90 -1.21 3.20
25 C 0.78 -0.40 2.98
26 C -0.35 -0.64 3.78
27 N 0.80 0.61 2.00
28 C 1.16 1.97 2.48
29 C 0.25 2.99 1.81
30 C 1.02 2.12 4.00
31 C 2.62 2.28 2.11
32 H -1.45 -2.61 6.34
33 H -2.42 -2.33 4.89
34 H -2.04 -0.98 5.95
35 H 0.75 -3.22 5.67
36 H 3.03 -3.72 5.23
37 H 4.02 -2.43 4.52
38 H 3.33 -3.68 3.49
39 H 2.76 -1.06 2.57
40 H -1.23 -0.03 3.60
41 H -0.80 2.72 1.99
42 H 0.42 3.00 0.74
43 H 0.43 4.00 2.21
44 H 0.00 1.94 4.32
45 H 1.29 3.15 4.27
46 H 1.68 1.44 4.54
47 H 2.75 2.27 1.03
48 H 3.28 1.52 2.54
49 H 2.92 3.26 2.49
50 C -1.05 3.40 -1.66
51 C 0.09 4.39 -1.67
52 C 0.07 5.10 -3.03
53 C 1.51 3.85 -1.42
54 C 2.50 4.84 -1.41
55 C 3.85 4.55 -1.41
56 C 4.22 3.22 -1.50
57 C 3.29 2.19 -1.46
58 C 3.83 0.77 -1.59
59 C 3.05 -0.05 -2.62
60 C 3.90 0.08 -0.22
61 C 1.89 2.48 -1.29
62 O 1.03 1.52 -1.03
63 H -1.99 3.92 -1.87
64 H -1.17 2.88 -0.72
65 H -0.91 2.64 -2.43
66 H -0.10 5.15 -0.90
67 H 0.25 4.36 -3.82
68 H 0.83 5.87 -3.12
69 H -0.91 5.56 -3.21
70 H 2.18 5.88 -1.40
71 H 4.59 5.34 -1.38
72 H 5.27 2.95 -1.60
73 H 4.86 0.87 -1.95
74 H 1.99 -0.07 -2.38
75 H 3.41 -1.08 -2.66
76 H 3.16 0.40 -3.62
77 H 2.93 0.01 0.24
78 H 4.57 0.63 0.45
79 H 4.28 -0.95 -0.34

Calculated values
Net charge: -2
Expectation value of S²: 2.0048
Orbital gap (alpha / beta), eV: 6.3 / 6.3
HOMO energy (alpha / beta), eV: -2.046 / -2.055
LUMO level (alpha / beta), eV: 4.2 / 4.2
Spin multiplicity: 3
Energy relative to the best compared isomer or geometry (same formula, charge and spin), kJ/mol: 187.5

Here are the Mulliken charges for atoms 1 to 5, given in e: 1.21, -0.61, 1.69, -0.68, -0.71

---

Record 7
The following is a DFT calculation (ωB97M-V/def2-TZVPD) of a 16-piece molecular cluster, C4H40O16 overall.

Element x y z (Å)
1 C -1.18 0.42 0.47
2 O -1.72 1.76 0.30
3 C 0.24 0.45 0.98
4 C 0.79 -0.98 1.19
5 C 1.98 -0.94 2.12
6 H -1.90 -0.03 1.23
7 H -1.24 -0.12 -0.46
8 H -1.18 2.26 -0.33
9 H 0.34 1.04 1.95
10 H 0.92 1.02 0.20
11 H 1.06 -1.47 0.25
12 H -0.01 -1.62 1.59
13 H 2.68 -0.11 1.85
14 H 2.58 -1.84 2.05
15 H 1.69 -0.71 3.15
16 H -1.07 -5.02 -1.01
17 H -1.92 -3.75 -0.79
18 O -1.52 -4.31 -1.48
19 H -0.80 -1.93 -0.94
20 H -0.61 -2.87 -2.04
21 O -0.38 -1.94 -1.82
22 H 0.97 3.33 0.25
23 H 0.79 3.08 1.70
24 O 1.45 3.30 1.02
25 H -3.57 0.33 -0.27
26 H -3.45 -0.51 -1.65
27 O -3.84 -0.49 -0.74
28 H 3.18 1.12 -1.33
29 H 2.90 -0.20 -2.09
30 O 2.98 0.77 -2.20
31 H -1.59 -0.98 -2.58
32 H -1.82 0.49 -3.16
33 O -2.26 -0.38 -2.92
34 H 1.33 -1.85 -1.80
35 H 2.54 -2.41 -2.55
36 O 2.29 -1.81 -1.87
37 H 3.97 -0.59 0.31
38 H 3.42 -1.74 -0.49
39 O 4.08 -1.53 0.12
40 H -2.07 -2.22 1.18
41 H -2.90 -1.74 -0.11
42 O -2.12 -2.31 0.19
43 H -1.98 -0.82 3.16
44 H -1.52 -2.23 3.44
45 O -2.04 -1.76 2.83
46 H -1.35 1.51 3.37
47 H -2.66 1.14 4.15
48 O -1.84 0.76 3.76
49 H -1.21 2.57 1.66
50 H -1.12 3.73 2.71
51 O -0.78 2.86 2.49
52 H 0.20 2.46 -1.90
53 H -0.21 3.92 -1.77
54 O -0.01 3.15 -1.23
55 H 1.56 1.07 -2.76
56 H 0.23 0.34 -2.63
57 O 0.54 1.20 -2.90
58 H 2.69 2.18 0.59
59 H 4.20 2.19 0.38
60 O 3.42 1.64 0.30

Calculated values
Orbital gap, eV: 10.5
HOMO energy, eV: -10.412
LUMO level, eV: 0.1
Spin multiplicity: 1
Energy relative to the best compared isomer or geometry (same formula, charge and spin), kJ/mol: 133.9

Here are the Mulliken charges for atoms 1 to 5, given in e: -0.25, -0.81, 1.05, 0.65, -1.74

---

Record 8
The following is a DFT calculation (ωB97M-V/def2-TZVPD) of C32H33F2MoN3Se2 as an isolated structure.

Element x y z (Å)
1 Mo -0.23 0.25 0.29
2 F -2.33 4.79 2.39
3 C -2.49 3.51 2.04
4 C -1.41 2.81 1.55
5 C -1.57 1.48 1.18
6 C -2.82 0.84 1.34
7 C -3.88 1.61 1.83
8 F -5.10 1.08 1.98
9 C -3.73 2.94 2.18
10 C -2.90 -0.61 1.06
11 C -3.99 -1.43 1.30
12 C -3.91 -2.79 1.01
13 C -2.75 -3.32 0.47
14 C -1.70 -2.47 0.22
15 N -1.76 -1.15 0.52
16 H -0.45 3.32 1.45
17 H -4.58 3.50 2.55
18 H -4.89 -1.02 1.72
19 H -4.76 -3.42 1.21
20 H -2.66 -4.37 0.23
21 H -0.78 -2.81 -0.22
22 C -0.81 6.67 -1.20
23 C -1.18 5.60 -2.23
24 C -0.04 4.65 -2.56
25 C 0.38 3.83 -1.35
26 N 1.47 2.90 -1.69
27 C 1.36 1.62 -2.08
28 Se -0.26 0.61 -2.12
29 N 2.55 1.16 -2.45
30 C 2.83 -0.18 -3.01
31 C 2.35 -0.36 -4.45
32 C 2.98 0.58 -5.48
33 C 2.34 1.96 -5.57
34 C 3.49 2.18 -2.30
35 C 4.86 2.22 -2.56
36 C 5.49 3.42 -2.31
37 C 4.79 4.54 -1.82
38 C 3.44 4.50 -1.57
39 C 2.80 3.28 -1.82
40 H -1.60 7.41 -1.11
41 H 0.10 7.20 -1.49
42 H -0.65 6.25 -0.20
43 H -1.49 6.08 -3.16
44 H -2.04 5.03 -1.88
45 H 0.83 5.21 -2.94
46 H -0.34 3.96 -3.36
47 H -0.46 3.25 -0.98
48 H 0.74 4.46 -0.54
49 H 2.37 -0.92 -2.35
50 H 3.91 -0.31 -2.95
51 H 1.26 -0.27 -4.49
52 H 2.58 -1.40 -4.70
53 H 2.88 0.10 -6.46
54 H 4.05 0.66 -5.30
55 H 1.26 1.88 -5.73
56 H 2.75 2.52 -6.42
57 H 2.50 2.57 -4.69
58 H 5.41 1.37 -2.94
59 H 6.55 3.51 -2.49
60 H 5.33 5.46 -1.64
61 H 2.90 5.36 -1.21
62 Se 1.91 -0.14 1.21
63 C 1.03 -0.41 2.92
64 C 1.00 -1.70 3.43
65 C 0.40 -1.93 4.66
66 C -0.18 -0.87 5.36
67 C -0.15 0.41 4.84
68 C 0.46 0.65 3.61
69 H 1.46 -2.52 2.89
70 H 0.38 -2.93 5.07
71 H -0.65 -1.05 6.31
72 H -0.58 1.23 5.39
73 H 0.52 1.66 3.22

Calculated values
Net charge: +2
Orbital gap (alpha / beta), eV: 6.7 / 6.7
HOMO energy (alpha / beta), eV: -14.272 / -14.272
LUMO level (alpha / beta), eV: -7.6 / -7.6
Spin multiplicity: 1
Energy relative to the best compared isomer or geometry (same formula, charge and spin), kJ/mol: 0.0

Here are the Mulliken charges for atoms 1 to 5, given in e: -0.99, -0.32, 0.06, -0.53, 1.53

---

Across the entries above, max |F| takes the values 0.0129 0.0846 0.0805 0.0284 0.0448 0.0885 0.0751 0.0136 Eh/bohr, respectively.